DFT (the ωB97M-V functional and the def2-TZVPD basis) results for 2 unconnected molecules or ions with the total composition C7H6F2N2O2 at a distorted geometry.

ORCA input file:
```
! RIJCOSX wB97M-V def2-TZVPD def2/J DEFGRID3
* xyz 0 1
C 0.309 -2.439 -0.803
C 0.995 -1.885 0.238
C -0.175 -0.288 -1.552
C -0.341 -1.635 -1.707
C -1.171 -2.308 -2.923
C 0.252 1.522 -0.091
C -1.984 1.358 1.200
N 1.075 -0.677 0.427
N 0.413 0.231 -0.400
O -1.933 -3.193 -2.588
O -0.901 -1.759 -3.989
F -1.839 2.199 2.241
F -2.655 1.893 0.272
H 0.146 -3.471 -0.716
H 1.465 -2.672 0.898
H -0.720 0.533 -2.131
H 0.968 2.019 0.525
H -0.339 2.115 -0.813
H -2.432 0.439 1.489
*
```

E_LUMO (spin up / spin down) in eV: -1.77 / -2.64
Orbital gap (spin up / spin down) in eV: 6.88 / 6.01
ΔE to the lowest compared entry with this formula, charge and spin in kcal per mole: 23.5

Results of the Mulliken charge analysis, in e, for atoms 1 through 6: -0.315 -0.061 0.018 0.119 0.420 -0.655